Density functional theory data (the ωB97M-V functional and the def2-TZVPD basis) for a 8-piece molecular cluster, C61H140F12N4O7P4S2 overall.

Structure (ORCA input):
```
! RIJCOSX wB97M-V def2-TZVPD def2/J DEFGRID3
* xyz 4 1
H -2.93882 2.90862 -0.74982
H 1.53060 3.35903 -4.87873
C -6.93639 6.61546 5.01648
P 4.55234 -3.87135 2.98426
S 2.27069 0.60779 -0.58981
H -1.07025 5.28547 1.93843
P 7.33277 4.01098 -1.33369
C 5.38966 -4.91959 5.49361
H -4.21186 2.24418 1.07733
C -2.28291 -5.87641 -5.36824
H -2.86222 -4.95482 -5.31186
C -4.10152 -6.82168 -6.98952
H -4.48365 -4.05397 -2.36452
H -0.03736 -3.00222 2.52714
C -8.30062 6.70838 7.14279
H -1.84391 -8.84894 -3.86475
H -1.73811 -3.28505 -0.66979
H 7.12775 -1.75570 -0.36028
H -8.77415 6.18921 7.97605
H 2.50987 -9.21878 -4.31077
F 8.28663 3.00875 -2.17944
H -5.58275 -5.11376 -1.62502
N 1.28917 1.35037 0.27475
H 3.86855 -2.00350 -3.60634
H -1.66970 4.52390 -3.67006
H -6.03616 9.82875 1.36676
C -7.54380 9.35928 -0.63188
H 4.69004 -0.64858 -2.93086
F -2.67674 0.37966 0.20959
C 1.60176 4.77381 -2.64151
C 1.30370 1.52802 3.49790
H -6.61666 7.46925 -0.31946
H -4.48914 3.51552 -1.29705
C -1.81588 -5.16932 -2.65536
C -4.46493 -8.15905 -7.78974
F 4.81708 0.52717 -0.63263
C 0.00047 -2.42105 3.44850
C 0.57104 -3.25893 4.60384
C -3.71208 6.55539 2.90041
C -7.36734 5.93482 6.26068
C 0.62774 3.10937 -4.32139
H 4.60578 -2.00737 0.77980
H 3.23926 0.10178 -6.87458
H 3.01618 -1.44479 -6.19656
H 0.99662 -4.69820 -0.60893
C -1.60179 8.24233 5.82668
H -3.76493 8.34413 4.19430
H -4.08366 -8.00673 -8.79946
F -1.05015 -0.25002 1.46512
H 0.75742 2.30890 -3.59302
O 3.81572 2.04408 -5.57534
H 6.26788 -1.07194 6.07250
H 2.78965 0.16270 -4.44656
H -2.34136 -7.81752 -6.25197
C 5.22558 -3.95579 1.32123
C -5.69172 3.76644 1.39777
H 3.86171 3.65975 -6.77267
H 7.21670 -2.39717 -1.91142
H -9.19528 6.93694 6.56362
H 5.30831 2.74481 -6.84665
C -5.15524 -5.75500 -3.71878
H 2.53431 -8.00092 -5.63090
H 1.68556 5.66875 -2.02493
H 0.33235 1.35945 3.96283
C -1.47483 -8.08183 -3.18400
S -0.18960 1.16439 -0.64942
F 7.11144 2.77132 -0.24494
H -3.75822 6.87109 5.18615
O -0.43135 2.82237 -5.23869
C -6.33564 7.93262 2.32952
H 5.61837 0.98955 -5.07686
H 2.23047 -3.40576 2.43412
H 7.24864 -3.41022 -0.43883
H 0.41225 -7.01781 -2.96850
H 6.23179 -3.66342 1.62147
H 4.66413 1.56709 -3.78168
O 2.34228 0.84353 -1.97951
F 3.97749 1.05703 1.34183
H -6.38133 3.26143 0.72137
H 2.03647 3.14294 2.26009
C -5.93484 5.33594 1.22331
H -3.96041 -9.02611 -7.36339
H 0.39420 -2.77961 5.56669
H 6.40091 -5.13532 3.55352
H 5.00563 -3.69494 -1.70480
H -0.05461 -4.14709 4.69235
H -7.39974 7.70618 2.26236
F 6.54619 5.14492 -0.43937
H 5.41119 -1.59439 -4.26651
C -3.36353 7.33453 4.28197
H 2.43820 -7.44798 -4.02194
C -2.69655 -6.83096 -6.54968
C -6.37319 8.52167 -0.17373
C -6.35390 5.48384 4.09477
C 4.58382 1.19788 -4.80410
C -4.22509 3.32422 0.93092
H 0.65255 5.69302 1.86655
H 6.39543 -1.46208 2.13767
H -7.34075 10.41802 -0.47081
H -4.64069 -6.75891 -6.04429
H 5.07559 3.84798 -5.53466
F -1.64530 1.81970 1.40361
H -1.10242 5.45917 -2.56021
H 5.24486 -5.48663 8.28904
H -3.14276 6.97315 2.07008
H -1.05844 -2.19264 3.56945
H 5.93813 -7.03007 5.78431
H -0.77122 -5.09286 -2.95694
H 0.97844 2.19275 1.61600
H 5.08732 -4.99826 1.03444
H 7.87605 -0.35417 6.10101
H 1.69021 0.60911 3.05708
H -1.60785 7.62912 6.72782
H 4.53076 -6.80799 7.34581
H 0.44415 -9.46868 -4.75153
C 0.20693 3.85046 2.81915
P -5.59309 6.38287 2.68003
N -0.94449 4.54853 -2.96753
H 5.80088 -3.94642 5.76184
C -1.91090 7.44522 4.44287
H 2.57892 4.54611 -3.06744
N 1.15491 2.69815 2.47247
C -3.74469 3.60068 -0.50545
C -5.34073 -4.68571 -2.59781
C -1.52398 0.71235 0.67593
H -1.19628 -4.40460 0.66064
F 6.01456 3.69274 -2.24541
H -4.66731 8.78161 1.16643
F 7.68202 5.28707 -2.32675
H -1.21684 -5.70224 -5.51400
H -3.35274 4.61763 -0.48804
H -6.12602 -2.76742 -3.40461
H -7.90614 4.99964 6.10827
H -5.96185 3.43293 2.39972
H 2.67422 -2.78489 5.09224
H 0.17685 -7.88035 -5.37186
F 4.15112 2.55908 -0.13719
H -1.40523 7.88897 3.58526
H 7.22374 -5.92994 6.44864
O -0.67473 2.44241 -1.06827
H 6.36496 0.31685 4.18072
H -5.52283 -8.42080 -7.81050
C -5.75612 8.78599 1.21731
H -2.13530 -6.56440 -7.44525
H -3.45571 3.62690 1.64123
H -2.34177 -4.25982 -2.94580
H 7.94202 -0.17340 3.60490
C 0.42857 4.49426 -3.60753
C 3.93472 1.25744 0.05471
C -1.86908 -5.43138 -1.13255
H -5.54112 8.66628 -0.86282
H 7.57295 -2.06659 5.72217
C 2.11116 -8.26717 -4.66231
H 7.15841 -2.52002 3.13006
H -5.60013 4.82345 4.52350
C 5.26291 -2.88281 -1.02485
H -2.20247 9.13347 6.00876
H -6.09840 8.42745 3.27130
C -1.19279 -4.19192 -0.40840
C 2.69287 -4.03541 3.19428
H 5.00583 -6.13591 3.66722
C 7.22944 -1.04495 5.55988
H -6.49725 5.70346 6.87510
H 0.44840 5.23796 -4.40416
H -7.75883 9.21365 -1.69049
H 4.41775 -0.95804 -6.60440
C 3.79890 -0.06575 -4.78909
H -6.35127 7.50738 5.24058
H -8.01834 7.69374 7.51358
H 0.19692 0.87471 -5.31128
C -0.07579 4.89502 1.72234
H 2.39796 -5.02277 2.83895
N 3.55960 -0.59366 -6.21592
C 0.27326 -3.90756 -0.80826
H 2.20198 -4.42881 5.30366
H -4.35020 -5.92150 -7.55159
C 5.46498 -6.31667 7.61771
H -2.88290 -5.51623 -0.74131
H 0.14194 4.42349 0.76403
C 7.04197 -0.53387 4.10298
H -0.60362 8.67663 5.88283
H -6.90799 -3.11899 -1.96722
H -1.53271 6.42460 4.50125
C 6.74390 -2.58937 -0.94829
H -7.20452 4.86039 3.81933
C 2.12276 -3.59190 4.60983
C 5.40333 -5.17403 3.99106
H 1.80235 1.88987 4.39707
H 3.62940 -3.31640 0.07908
C 6.47629 -1.67306 3.20399
H 4.72213 -2.11195 -1.57387
H 4.38659 -1.55040 3.03524
H -7.78766 7.17232 4.62487
H 0.67016 -3.09928 -0.19405
H 4.42365 -4.90333 5.99825
O 2.28943 -0.80878 -0.21188
C 4.49389 -1.15277 -3.87712
O -0.24949 4.01072 3.99806
H -1.17383 3.90884 -2.22034
H -8.45557 9.00900 -0.14807
H 0.45855 -1.43525 3.36814
H -6.09816 -6.28719 -3.84439
H -1.21254 1.21604 -6.22336
H -4.28797 -7.79558 -3.68625
C 0.03170 -8.01102 -3.20685
C 4.64281 -2.99423 0.31846
H -4.19022 -6.99294 -2.22054
H -6.99991 5.55705 1.15375
H 0.14761 -3.50017 -1.81142
C -4.10839 -6.79634 -3.28954
C 0.64396 -8.41702 -4.54610
H -3.28970 5.56951 3.09466
C 5.06397 -2.20171 3.58755
H -7.29231 -4.04466 -3.33109
F 8.62079 4.44198 -0.49210
C 4.55829 3.10614 -6.14308
H 1.46577 3.98726 -1.89925
H 4.80537 -2.19614 4.64642
H -1.27831 -6.32111 -0.91467
H -5.35061 5.92726 0.51824
H 6.20986 -6.80250 8.24798
C -0.72108 1.46166 -5.28195
H 0.52962 -8.58357 -2.42431
P -2.31658 -6.53450 -3.69369
H -4.85947 -5.22970 -4.62690
C 6.15825 -6.08318 6.27730
O -0.29503 0.17104 -1.69451
C -6.43307 -3.62588 -2.80723
H -1.36719 1.08210 -4.49038
H -1.88622 -8.30726 -2.20011
*
```

HOMO level: -15.34 eV
Orbital gap: 7.504 eV
Relative energy (zero: lowest compared OMol25 entry of this formula, charge and spin): 58.0 kcal per mole
Maximum force: 8.05 eV/A
Molar mass: 1457.8 g mol⁻¹